Computed, not measured: a structure of composition C12H17AgO8S in a non-equilibrium geometry, with ωB97M-V/def2-TZVPD.

```
39
Properties=species:S:1:pos:R:3
Ag 22.20 7.03 7.31
C 20.39 7.87 11.12
C 20.54 6.63 10.28
O 20.42 6.80 8.91
H 21.26 8.54 11.05
H 20.29 7.55 12.17
H 19.49 8.43 10.87
H 19.84 5.85 10.64
H 21.55 6.20 10.42
O 26.66 4.25 7.92
C 26.04 4.96 8.90
C 25.45 6.42 8.62
O 24.63 6.73 7.54
H 26.76 5.06 9.75
H 25.17 4.41 9.35
H 26.30 7.14 8.69
H 24.85 6.67 9.52
C 20.93 4.60 2.05
C 19.77 5.36 2.12
C 19.48 6.21 3.35
O 18.51 7.03 3.38
C 20.37 6.23 4.42
C 21.63 5.51 4.38
C 21.99 4.70 3.04
O 23.13 4.29 2.85
O 22.50 5.57 5.26
O 18.97 5.40 1.12
H 21.14 3.99 1.19
H 20.28 6.86 5.30
C 22.27 3.42 8.29
S 22.87 2.09 7.17
O 23.72 2.68 6.09
C 24.03 1.38 8.34
H 21.76 4.16 7.67
H 23.09 3.92 8.81
H 21.55 2.98 8.98
H 24.76 2.06 8.77
H 24.56 0.65 7.73
H 23.37 0.98 9.12
```

Results
Max |F| = 2.9 eV/Å
Net charge = -4
Kohn-Sham gap = 3.0710 eV
Relative energy (zero: lowest compared OMol25 entry of this formula, charge and spin) = 0.00 kJ/mol
E_tot = -43918.872 eV
Multiplicity = 1
E_LUMO = 8.1 eV
Highest occupied orbital energy = 5.08 eV

Mulliken population analysis, charges in e, atoms 1 to 8: 0.767, -1.115, -0.204, -0.811, 0.244, 0.355, 0.279, 0.172